1.
{"formula": "C3H4NO2S", "method": "ωB97M-V/def2-TZVPD", "elements": ["C", "C", "C", "N", "O", "O", "S", "H", "H", "H", "H"], "coordinates": [[0.394, -1.362, -1.166], [-0.120, -0.114, 1.806], [0.337, 0.904, -0.564], [-0.085, -0.229, -0.964], [-1.115, 0.406, 1.959], [0.798, -0.757, 1.975], [-0.832, 2.178, -0.660], [-0.289, -2.089, -1.561], [1.358, -1.753, -0.780], [1.350, 1.095, -0.261], [-1.796, 1.721, 0.214]], "forces_ev_per_a": [[1.351, -2.966, 0.228], [-0.155, 0.242, -0.188], [0.359, 1.262, 1.312], [-1.846, 0.237, -1.490], [-3.583, 1.964, 0.311], [3.656, -2.206, 0.070], [-0.753, 1.076, 0.286], [-0.157, -0.732, -0.185], [-0.016, 0.373, -0.278], [0.562, 0.415, 0.226], [0.583, 0.336, -0.292]], "charge": -1, "gap_ev": 5.6, "multiplicity": 1, "e_tot_ha": -720.117542}

2.
{"formula": "C4H9O3", "method": "ωB97M-V/def2-TZVPD", "elements": ["C", "O", "C", "C", "C", "O", "H", "H", "H", "H", "H", "H", "H", "H", "H", "O"], "coordinates": [[-0.542, 0.624, -0.443], [-0.413, 1.945, -0.762], [0.340, 0.212, 0.635], [0.753, -1.270, 0.375], [1.707, -1.526, 1.445], [2.643, -2.309, 1.442], [-1.507, 0.407, 0.006], [-0.145, 0.067, -1.235], [1.230, 0.785, 0.552], [-0.138, 0.444, 1.588], [1.087, -1.246, -0.708], [-0.088, -1.874, 0.467], [1.762, -0.766, 2.300], [-2.629, 1.200, -1.343], [-1.606, 1.887, -2.038], [-2.454, 1.420, -2.279]], "forces_ev_per_a": [[0.260, 3.020, 0.257], [-0.313, 0.680, -0.058], [0.679, -1.204, 0.997], [0.271, 2.809, -0.283], [3.230, -0.176, 0.975], [-0.740, -0.129, -0.175], [-1.261, -0.900, -0.763], [-0.781, -1.604, -2.117], [0.983, 0.742, 0.092], [0.297, -0.425, 0.371], [0.238, -0.736, 1.509], [-1.653, -1.387, 0.047], [-0.815, -0.743, -0.603], [-0.369, -0.106, -0.812], [0.342, -0.038, -0.007], [-0.368, 0.197, 0.571]], "charge": -1, "gap_ev": 6.8, "multiplicity": 1, "e_tot_ha": -383.480207}

3.
{"formula": "C16H32N4O", "method": "ωB97M-V/def2-TZVPD", "elements": ["C", "C", "C", "C", "N", "N", "C", "C", "N", "C", "H", "H", "H", "H", "H", "H", "H", "H", "H", "H", "H", "H", "H", "H", "C", "C", "C", "C", "C", "C", "N", "O", "C", "C", "C", "H", "H", "H", "H", "H", "H", "H", "H", "H", "H", "H", "H", "H", "H", "H", "H", "H", "H"], "coordinates": [[3.589, -0.301, -4.269], [3.579, 0.664, -3.059], [3.169, 2.107, -3.400], [1.739, 2.230, -3.954], [0.702, 2.002, -2.924], [-0.357, 1.225, -3.394], [-1.035, 1.248, -4.584], [-1.983, 0.266, -4.587], [-1.831, -0.335, -3.352], [-0.879, 0.255, -2.641], [3.990, 0.136, -5.190], [4.260, -1.132, -4.007], [2.605, -0.769, -4.425], [2.985, 0.208, -2.255], [4.610, 0.708, -2.680], [3.828, 2.436, -4.220], [3.370, 2.771, -2.550], [1.620, 3.247, -4.360], [1.671, 1.525, -4.792], [0.325, 2.874, -2.568], [-0.775, 1.954, -5.362], [-2.661, 0.043, -5.397], [-2.396, -1.123, -3.072], [-0.601, -0.025, -1.632], [-1.229, 1.374, 3.216], [-0.510, 0.263, 2.424], [-1.445, -0.343, 1.375], [-2.495, -1.285, 1.956], [-1.825, -2.360, 2.811], [-0.922, -1.774, 3.902], [0.034, -0.757, 3.361], [0.986, -1.396, 2.736], [-1.814, -1.167, 5.008], [-0.184, -2.911, 4.613], [0.590, 1.032, 1.683], [-2.042, 1.032, 3.848], [-0.523, 1.908, 3.853], [-1.669, 2.102, 2.533], [-0.851, -0.906, 0.641], [-1.944, 0.453, 0.813], [-3.228, -0.721, 2.538], [-3.054, -1.761, 1.146], [-2.590, -2.991, 3.267], [-1.240, -3.016, 2.157], [-1.235, -0.527, 5.675], [-2.252, -1.956, 5.619], [-2.664, -0.604, 4.628], [0.409, -3.518, 3.931], [-0.897, -3.583, 5.089], [0.475, -2.520, 5.389], [1.311, 1.461, 2.379], [0.150, 1.852, 1.111], [1.134, 0.404, 0.976]], "forces_ev_per_a": [[0.135, -0.423, 0.709], [0.505, -0.087, -0.306], [-0.046, -0.495, -0.209], [0.905, 0.831, 0.010], [0.214, -0.187, -0.338], [-0.669, -0.763, 0.903], [-0.161, 0.492, -1.208], [1.469, 1.126, 0.371], [-1.074, -0.449, -0.577], [0.104, -0.291, 0.008], [-0.282, 0.063, 0.155], [-0.212, 0.141, -0.187], [0.199, 0.309, -0.281], [-0.012, 0.334, -0.112], [-0.306, 0.051, 0.014], [-0.149, 0.039, 0.258], [-0.309, -0.048, -0.145], [-0.052, -0.313, -0.059], [-0.392, 0.028, 0.356], [0.012, -0.048, -0.088], [-0.087, -0.132, 0.193], [-0.099, -0.413, 0.463], [0.160, 0.040, 0.369], [0.164, 0.189, -0.211], [-0.395, -0.024, 0.188], [-0.689, 2.113, 0.215], [-0.260, -0.582, -0.157], [0.063, -0.021, 0.025], [0.042, 0.160, -0.554], [-1.256, -0.234, 1.780], [0.344, -1.697, -2.307], [0.344, 0.385, 0.631], [-0.179, 0.282, -0.020], [0.656, -0.071, -0.371], [0.580, -0.562, -0.062], [0.034, -0.081, -0.009], [0.038, -0.089, 0.000], [0.124, -0.036, -0.090], [0.168, -0.049, 0.170], [0.114, 0.178, 0.158], [0.042, 0.002, 0.029], [-0.020, 0.012, 0.020], [0.102, 0.034, 0.183], [0.126, 0.071, 0.058], [0.004, 0.031, -0.058], [0.143, -0.112, -0.080], [0.077, 0.095, -0.015], [0.082, 0.162, -0.034], [-0.156, 0.160, -0.037], [0.008, 0.013, -0.037], [0.001, -0.049, -0.004], [-0.193, -0.002, 0.148], [0.036, -0.084, 0.142]], "charge": 1, "gap_ev": [7.8, 8.5], "multiplicity": 2, "s2": 0.75, "e_tot_ha": -922.776068}